No. 1
# C48H37N12O9SSbScTe

A molecular structure, C48H37N12O9SSbScTe at a distorted geometry (ωB97M-V/def2-TZVPD, the Open Molecules 2025 dataset).

Last column: Mulliken charge in e.
Geometry (Å):
Sc: -0.51123 0.02748 0.04679  -0.005
C: -3.08077 6.00173 -4.43096  -0.604
O: -4.44087 5.94349 -4.03706  -0.482
C: -4.69651 5.72104 -2.71768  0.760
C: -6.03992 5.57109 -2.37491  -0.648
C: -6.39221 5.37335 -1.05686  -0.210
C: -5.41676 5.26158 -0.07146  -0.127
C: -4.08344 5.42176 -0.40869  -0.497
C: -3.71986 5.67178 -1.72744  -0.496
N: -5.87849 5.21102 1.29286  -0.582
N: -5.34748 4.50629 2.16265  -0.452
C: -4.37187 3.47799 1.94419  0.349
C: -3.40263 3.45814 2.92160  -0.004
C: -2.33152 2.55738 2.92517  -0.852
C: -2.22606 1.59026 1.94341  0.340
O: -1.25823 0.72973 1.86431  -0.369
C: -3.28294 1.53568 0.95793  -0.582
N: -3.16614 0.52162 0.06931  0.455
C: -4.09058 0.37732 -0.84467  -0.265
C: -5.25364 1.16557 -0.87587  -1.242
C: -5.39451 2.17730 0.03145  -0.947
C: -4.35807 2.44771 0.95351  0.844
H: -3.08191 6.06432 -5.51610  0.258
H: -2.53799 5.10664 -4.11960  0.088
H: -2.58444 6.88338 -4.01669  0.316
H: -6.78750 5.63725 -3.15352  0.437
H: -7.43401 5.30082 -0.77000  0.435
H: -3.32065 5.37443 0.35749  0.396
H: -2.67797 5.83470 -1.96501  0.664
H: -3.47517 4.20989 3.69840  0.387
H: -1.57707 2.59868 3.69962  0.478
H: -3.92524 -0.39582 -1.58633  0.443
H: -6.02209 0.96218 -1.60862  0.436
H: -6.30315 2.75920 0.05587  0.585
N: 2.79553 0.07632 1.55422  -0.100
C: 2.05660 -0.79229 2.25830  0.204
N: 2.60206 -1.36636 3.33372  -0.751
C: 1.80835 -2.22772 3.95873  0.209
N: 2.29402 -2.81902 5.07551  -0.391
N: 0.56117 -2.57631 3.59095  -0.697
C: 0.13464 -1.93453 2.51569  -0.006
N: 0.80191 -1.01997 1.83470  0.714
C: -1.21381 -2.31408 1.98681  0.960
C: -2.16081 -2.90573 2.80316  -0.885
C: -3.36825 -3.27574 2.23345  -0.539
C: -3.56688 -3.07418 0.87723  -1.031
C: -2.56207 -2.46471 0.14380  -0.392
N: -1.41160 -2.07806 0.68710  0.821
H: 3.77608 0.15053 1.76524  0.310
H: 2.49920 0.30751 0.61539  -0.157
H: 3.27344 -2.71611 5.26921  0.256
H: 1.79376 -3.60882 5.44010  0.244
H: -1.93658 -3.06393 3.84672  0.519
H: -4.14430 -3.72135 2.84206  0.412
H: -4.49156 -3.35406 0.39334  0.456
H: -2.66533 -2.25840 -0.91463  0.721
O: 1.24846 -1.90750 -6.90954  -0.673
N: 1.69677 -2.65482 -6.05888  1.168
O: 2.32546 -3.66986 -6.30525  -0.683
C: 1.47027 -2.30207 -4.65923  -0.862
C: 0.62699 -1.21896 -4.36089  -0.480
C: 0.44736 -0.89699 -3.04562  -1.496
C: 1.15103 -1.57079 -1.97125  2.011
O: 1.10836 -1.04794 -0.80918  0.483
C: 1.93424 -2.67764 -2.35412  -0.990
C: 2.09685 -3.04168 -3.69202  -0.174
N: 2.71427 -3.43114 -1.37158  1.157
O: 2.52531 -3.22640 -0.18763  -0.638
O: 3.52441 -4.24206 -1.79757  -0.732
N: -0.26504 0.18566 -2.55420  1.301
O: -1.32762 -0.15311 -1.71814  -0.225
O: -0.64864 1.15723 -3.46477  -0.855
H: 0.15293 -0.64642 -5.14317  0.699
H: 2.73431 -3.87025 -3.95401  0.619
S: -0.07488 2.54952 -0.43204  -0.476
Sb: 3.11848 1.66723 -2.05328  0.251
C: 5.01413 1.83073 -1.00502  0.601
C: 5.50806 0.62928 -0.49288  -0.699
C: 6.67657 0.58411 0.25386  -0.713
C: 7.37248 1.75655 0.51488  -0.461
C: 6.89842 2.95661 0.00780  -0.576
C: 5.73178 2.99252 -0.74576  -0.505
C: 2.84642 3.75839 -2.39765  0.506
C: 2.54950 4.32187 -3.63492  -0.581
C: 2.30455 5.68399 -3.76099  -0.664
C: 2.33676 6.50203 -2.64409  -0.541
C: 2.59066 5.94813 -1.39691  -0.679
C: 2.83166 4.58912 -1.27724  -0.525
C: 4.06013 0.98358 -3.86416  0.532
C: 4.43796 1.73479 -4.97421  -0.354
C: 4.95684 1.11989 -6.10574  -0.631
C: 5.10886 -0.25803 -6.14838  -0.604
C: 4.75914 -1.01820 -5.04397  -0.672
C: 4.23704 -0.39853 -3.91784  -0.515
H: 4.97539 -0.30004 -0.67742  0.392
H: 7.03943 -0.36375 0.63104  0.427
H: 8.27701 1.73338 1.10862  0.361
H: 7.43954 3.87541 0.19803  0.398
H: 5.39264 3.94293 -1.14231  0.393
H: 2.46431 3.69847 -4.51371  0.490
H: 2.07358 6.09896 -4.73414  0.400
H: 2.14578 7.56350 -2.73959  0.378
H: 2.58318 6.57305 -0.51297  0.415
H: 2.99479 4.17197 -0.28919  0.490
H: 4.35858 2.81148 -4.96094  0.509
H: 5.24159 1.72226 -6.95937  0.405
H: 5.49082 -0.73748 -7.04019  0.380
H: 4.86997 -2.09509 -5.06355  0.440
H: 3.95014 -1.01758 -3.07315  0.275
Te: -1.37652 2.71829 -2.36564  0.340

The calculation puts the energy relative to the best compared isomer or geometry (same formula, charge and spin) at 15.28 kcal/mol. The spin multiplicity is 1. As for the total charge: -1. As for the gap between HOMO and LUMO: 6.2 eV. Its HOMO energy is -4.45 eV.


No. 2
# C14H56BF4O14

15 unconnected molecules or ions with the total composition C14H56BF4O14 at a distorted geometry (ωB97M-V/def2-TZVPD, the Open Molecules 2025 dataset).

Last column: Mulliken charge in e.
Geometry (Å):
B: 0.47363 0.22517 -0.17549  -0.061
F: -0.51137 1.10417 0.19051  0.209
F: 1.40163 0.90017 -0.92949  -0.548
F: 1.03263 -0.19883 0.98451  1.300
F: 0.01463 -0.85083 -0.87349  1.085
C: 1.96663 1.80917 3.10851  0.037
O: 1.92363 2.83517 4.05851  -0.675
H: 2.38863 0.97117 3.55751  0.374
H: 2.60363 2.01217 2.27551  0.126
H: 0.94663 1.58617 2.83851  -0.192
H: 1.78063 3.66217 3.61051  0.334
C: 0.02763 -0.89983 3.56351  0.310
O: -0.95937 -0.96883 4.55251  -0.624
H: 0.18763 -1.78683 2.97651  -0.160
H: 0.94363 -0.57883 4.01251  0.353
H: -0.30537 -0.08083 2.92051  -0.504
H: -1.42037 -0.12483 4.39951  0.407
C: -3.62337 0.74617 -0.04049  -0.096
O: -4.17037 1.93617 -0.57249  -0.611
H: -4.39337 -0.06283 0.00351  0.449
H: -3.38137 0.90317 1.02651  0.356
H: -2.69037 0.34317 -0.55149  -0.497
H: -3.54237 2.61517 -0.45249  0.365
C: -3.21337 -1.66083 -2.41049  -0.880
O: -4.09437 -2.41483 -1.59549  -0.568
H: -3.29437 -1.92883 -3.44449  0.526
H: -2.19737 -1.89083 -2.04849  0.176
H: -3.48337 -0.59783 -2.29649  0.252
H: -4.88537 -2.64383 -2.12349  0.318
C: 3.46063 -1.55483 -0.98749  -0.374
O: 2.48463 -1.41383 -1.94149  -0.592
H: 3.44363 -0.70383 -0.31649  0.030
H: 4.44063 -1.60783 -1.49849  0.399
H: 3.41763 -2.42483 -0.38449  0.187
H: 1.67463 -1.05683 -1.58349  -0.149
C: -2.15737 -1.83683 1.23451  0.417
O: -3.52037 -2.14583 0.89851  -0.641
H: -1.88237 -2.33083 2.22051  0.343
H: -1.89437 -0.81783 1.33551  -0.399
H: -1.46237 -2.24683 0.55851  -0.307
H: -3.55337 -2.24783 -0.04749  0.439
C: 2.68563 3.49217 0.01851  -0.908
O: 1.37063 3.26017 0.46751  -0.602
H: 3.20063 2.55817 0.08351  0.346
H: 3.27063 4.22717 0.60551  0.238
H: 2.79363 3.73917 -1.01549  0.305
H: 1.17563 2.33517 0.17051  -0.053
C: -1.13637 3.90817 2.22951  -0.298
O: -1.93437 2.92917 1.61551  -0.602
H: -0.27237 3.48917 2.67351  -0.080
H: -1.72637 4.57617 2.85851  0.348
H: -0.78237 4.47017 1.40951  0.185
H: -1.38937 2.43417 1.00451  0.156
C: 1.15463 0.05317 -4.41349  -0.551
O: 1.37163 1.12917 -3.53149  -0.736
H: 0.54763 0.42717 -5.25149  0.374
H: 0.49763 -0.68983 -3.90449  -0.021
H: 2.07863 -0.38683 -4.67849  0.338
H: 1.51363 0.82617 -2.62349  0.390
C: 0.71763 -4.26083 1.49151  -0.759
O: 1.20263 -3.14483 0.85251  -0.385
H: -0.28437 -4.07283 1.81051  0.264
H: 1.25663 -4.46583 2.42951  0.142
H: 0.76663 -5.15583 0.88951  0.362
H: 0.77163 -3.05883 -0.00149  0.124
C: -1.72037 1.23117 -2.91949  0.096
O: -1.16637 1.93817 -3.98549  -0.731
H: -2.76937 1.27117 -2.87349  0.560
H: -1.33537 1.75817 -2.04149  -0.154
H: -1.32337 0.25217 -2.87949  -0.185
H: -0.20437 1.82017 -3.88449  0.496
C: 3.29063 -2.29383 3.36951  -0.738
O: 3.19263 -1.59083 2.09851  -0.474
H: 2.86263 -1.73983 4.15951  0.304
H: 4.37663 -2.32383 3.51151  0.317
H: 2.91463 -3.32283 3.42551  0.191
H: 2.33263 -1.81483 1.75151  -0.148
C: 0.32363 4.29517 -2.31849  -0.299
O: 0.05963 4.92217 -1.09849  -0.651
H: 0.57863 3.25217 -2.06649  -0.148
H: 1.19763 4.68317 -2.81949  0.328
H: -0.58637 4.28017 -2.92149  0.332
H: 0.62763 4.56417 -0.44949  0.503
C: -1.04637 -4.37983 -1.41149  -0.521
O: -0.02037 -3.41583 -1.66049  -0.506
H: -1.93737 -3.87883 -0.99549  0.187
H: -0.68737 -5.13683 -0.74049  0.222
H: -1.35037 -4.82483 -2.30149  0.375
H: -0.43637 -2.73683 -2.19149  0.150

The spin multiplicity is 1. As for the total charge: -1. As for the gap between HOMO and LUMO: 9.3 eV. Its HOMO energy is -7.11 eV.


No. 3
# C37H87N3O8

A molecular structure, C37H87N3O8 at a distorted geometry (ωB97M-V/def2-TZVPD, the Open Molecules 2025 dataset).

Last column: Mulliken charge in e.
Geometry (Å):
C: -3.31816 2.95232 1.71536  -1.502
C: -2.96526 3.12586 0.15415  1.506
C: -2.82664 1.64457 -0.55896  0.426
C: -4.21661 1.04613 -0.73062  -0.972
C: -4.97101 2.03167 -1.66638  -1.218
C: -5.14546 3.47097 -1.11121  1.427
N: -3.85992 3.94852 -0.66253  0.904
O: -3.78446 5.27686 -0.40734  -0.609
C: -5.74066 4.31122 -2.27463  -1.877
C: -6.16041 3.35300 0.08399  -1.681
C: -1.50043 3.64513 0.06435  -2.242
H: -3.10243 3.82230 2.33560  0.345
H: -2.69305 2.10839 2.00716  0.536
H: -4.33341 2.68627 2.00964  0.246
H: -2.24978 1.69774 -1.48228  0.100
H: -2.22356 1.03580 0.11469  -0.694
H: -4.75634 0.89907 0.20487  0.713
H: -4.18267 0.06917 -1.21280  0.586
H: -5.80211 1.61299 -2.23390  0.582
H: -4.36616 2.18843 -2.55951  -0.047
H: -5.93239 5.34628 -1.99176  0.424
H: -5.13057 4.39968 -3.17356  0.353
H: -6.60971 3.72711 -2.57738  0.415
H: -7.08004 2.98261 -0.36899  0.402
H: -5.85717 2.57996 0.79006  0.368
H: -6.30774 4.30772 0.58888  0.320
H: -0.88371 2.96892 0.65637  0.628
H: -1.34494 4.61141 0.54417  0.647
H: -1.14603 3.66453 -0.96625  0.444
H: -3.20496 5.66247 -1.06846  0.329
C: 7.11220 -0.28243 0.50278  -1.878
C: 5.91618 -0.96620 -0.18493  1.514
C: 4.69538 -0.31298 0.50485  -1.800
C: 3.37855 -0.56251 -0.18443  2.177
C: 3.54978 0.06718 -1.61419  -1.098
C: 4.61914 -0.56737 -2.44679  1.941
N: 5.88336 -0.68341 -1.57690  0.219
O: 7.01214 -1.09699 -2.34877  -0.512
C: 4.10966 -1.91668 -2.93000  -1.666
C: 4.84312 0.43104 -3.63172  -1.972
C: 5.91870 -2.51073 0.08120  -1.681
H: 7.16946 0.72722 0.09605  0.454
H: 8.10292 -0.72110 0.38397  0.334
H: 6.87051 -0.34817 1.56360  0.354
H: 4.53604 -0.62057 1.53834  0.679
H: 4.83005 0.76327 0.61276  0.557
H: 2.52294 -0.19952 0.38501  -0.434
H: 3.23968 -1.62935 -0.35953  -1.176
H: 3.53246 1.15597 -1.56579  0.427
H: 2.51882 -0.07880 -1.93653  1.175
H: 4.19049 -2.77916 -2.26842  0.312
H: 3.02525 -1.97713 -3.02220  0.323
H: 4.50343 -2.23521 -3.89518  0.480
H: 3.88316 0.56859 -4.12936  0.386
H: 5.28280 1.40524 -3.41790  0.383
H: 5.56219 0.00526 -4.33155  0.425
H: 6.90007 -2.91406 -0.16849  0.464
H: 5.05637 -2.93555 -0.43262  0.517
H: 5.85136 -2.74381 1.14386  0.305
H: 6.81311 -1.99045 -2.63812  0.350
C: -0.32290 -1.97914 1.90123  -0.437
C: -1.01890 -0.67221 1.45329  3.066
C: -0.49422 0.49221 2.15349  -0.638
C: 0.75228 1.17524 1.57169  -1.317
C: 0.51838 1.51090 0.09226  -1.323
C: 0.07548 0.28025 -0.70749  2.142
N: -1.00136 -0.44712 -0.05357  1.083
O: -1.64285 -1.42342 -0.80476  -0.821
C: -0.41488 0.87003 -1.93836  -1.301
C: 1.26599 -0.67908 -0.95629  -2.411
C: -2.54736 -0.72512 1.93073  -2.146
H: -0.22124 -2.17966 2.96780  0.264
H: 0.69523 -1.79679 1.55730  -0.107
H: -0.70543 -2.85913 1.38414  -0.860
H: -1.26989 1.25795 2.14544  -0.729
H: -0.35045 0.21691 3.19830  1.069
H: 1.67486 0.60655 1.68801  0.647
H: 0.98585 2.04484 2.18597  -0.337
H: 1.42978 1.84663 -0.40244  0.922
H: -0.29042 2.24127 0.06996  -0.561
H: -1.37616 1.36368 -1.79575  -1.230
H: 0.25194 1.55020 -2.46828  -0.081
H: -0.54464 0.08514 -2.68350  1.367
H: 2.20871 -0.33806 -1.38418  -1.296
H: 1.65191 -0.83742 0.05073  -0.363
H: 0.84526 -1.63102 -1.28017  1.510
H: -3.16091 -1.41340 1.34942  0.411
H: -3.11954 0.19089 1.78370  -0.299
H: -2.57140 -0.99383 2.98681  0.406
H: -2.20602 -0.93373 -1.40861  0.292
C: 1.76311 4.28758 3.24269  -1.408
C: 1.75579 2.82332 3.47310  -0.107
O: 0.65499 2.40315 4.18086  -0.506
H: 0.71227 4.56072 3.14655  0.361
H: 2.10631 4.63053 2.26664  0.344
H: 2.21969 4.87587 4.03865  0.342
H: 2.70937 2.56302 3.93249  0.545
H: 1.79977 2.37988 2.47836  -0.004
H: 0.87039 2.53667 5.10680  0.361
C: 2.91923 -4.08428 -0.17471  -2.500
C: 1.68295 -3.45400 -0.72434  0.024
O: 1.81331 -3.12859 -2.11122  -0.377
H: 2.57546 -4.50168 0.77171  0.457
H: 3.66334 -3.31782 0.04200  0.445
H: 3.43572 -4.75150 -0.86477  0.305
H: 1.27884 -2.61733 -0.15445  -0.792
H: 0.85880 -4.16717 -0.73987  1.777
H: 1.70440 -3.92488 -2.63626  0.362
C: -2.33111 -4.10606 0.54270  -0.750
C: -1.02544 -4.02717 -0.22583  -0.721
O: -0.84918 -5.22157 -0.94668  -0.717
H: -3.15911 -4.28643 -0.14287  0.350
H: -2.43337 -3.20480 1.14714  0.043
H: -2.41930 -5.03284 1.10963  0.374
H: -0.19618 -3.78084 0.43730  0.697
H: -1.11283 -3.18799 -0.91592  0.950
H: -0.39511 -5.03507 -1.77168  0.447
C: -1.72499 -1.82697 4.88471  -1.065
C: -2.02880 -2.78604 3.71749  -0.129
O: -2.25670 -4.13064 4.28737  -0.634
H: -1.56639 -0.83516 4.46133  0.257
H: -0.86172 -2.13140 5.47648  0.320
H: -2.63779 -1.81521 5.48033  0.330
H: -1.23726 -2.79869 2.96821  -0.155
H: -2.99745 -2.43740 3.35934  0.426
H: -1.43150 -4.52120 4.58420  0.366
C: -2.35330 1.05528 -3.31447  -1.609
C: -2.89701 -0.25599 -3.02174  -0.246
O: -1.76829 -1.14909 -2.72675  -0.594
H: -1.46784 0.89937 -3.93071  0.654
H: -2.07402 1.58009 -2.40086  1.182
H: -3.16822 1.62669 -3.75889  0.536
H: -3.40110 -0.67138 -3.89435  0.602
H: -3.54499 -0.06759 -2.16574  -0.363
H: -2.01538 -2.01764 -3.05257  0.480

The calculation puts the energy relative to the best compared isomer or geometry (same formula, charge and spin) at 665.93 kcal/mol. The spin multiplicity is 1. As for the total charge: 0. As for the gap between HOMO and LUMO: 7.4 eV. Its HOMO energy is -7.16 eV.